{"formula": "C32H24O10S", "method": "ωB97M-V/def2-TZVPD", "species": ["O", "S", "O", "O", "C", "O", "C", "C", "C", "O", "O", "H", "H", "H", "H", "H", "H", "H", "H", "O", "C", "C", "C", "C", "C", "C", "C", "C", "O", "C", "C", "C", "C", "C", "C", "H", "H", "H", "H", "H", "H", "H", "H", "O", "C", "C", "C", "C", "C", "C", "C", "C", "O", "C", "C", "C", "C", "C", "C", "H", "H", "H", "H", "H", "H", "H", "H"], "positions_angstrom": [[-5.09735, 3.12249, 5.69596], [-4.16784, 2.12341, 5.14202], [-4.81664, 1.38762, 4.03674], [-3.69470, 0.92946, 6.18931], [-2.43437, 0.43806, 5.67614], [-1.74996, 0.09012, 6.85901], [-1.72336, 1.62786, 4.94218], [-0.98240, 1.33434, 3.61888], [-1.90645, 1.18785, 2.36876], [-1.63854, 2.22583, 1.42199], [-2.66054, 2.70545, 4.78617], [-2.52391, -0.52339, 5.15902], [-1.67346, 0.89789, 7.36833], [-0.89234, 1.83944, 5.64333], [-0.33730, 2.21203, 3.42944], [-0.29925, 0.47495, 3.70196], [-2.98366, 1.16463, 2.59436], [-1.60598, 0.26088, 1.85506], [-2.02392, 3.02389, 1.78437], [4.62569, 2.59057, -3.15573], [4.03589, 2.43783, -2.10424], [3.46080, 3.60041, -1.38280], [3.58241, 4.87434, -1.93072], [3.01540, 5.96240, -1.28459], [2.32353, 5.78372, -0.08996], [2.21409, 4.51908, 0.46821], [2.78718, 3.42452, -0.17276], [2.67877, 2.07954, 0.44287], [2.13835, 1.93353, 1.52365], [3.23536, 0.91428, -0.28797], [3.10928, -0.36024, 0.25896], [3.59579, -1.46100, -0.42972], [4.20965, -1.29460, -1.66815], [4.34975, -0.02543, -2.21094], [3.86796, 1.08395, -1.52039], [4.11494, 5.01478, -2.86183], [3.10734, 6.95176, -1.71440], [1.87109, 6.63273, 0.40657], [1.68020, 4.38301, 1.39920], [2.62840, -0.49462, 1.21866], [3.49313, -2.45140, -0.00458], [4.58003, -2.15612, -2.20922], [4.83001, 0.10099, -3.17214], [-4.02952, -2.74654, -1.91337], [-2.88599, -3.02114, -2.22127], [-1.80753, -2.00773, -2.11185], [-2.10764, -0.73572, -1.63063], [-1.09891, 0.20644, -1.48964], [0.21163, -0.11851, -1.82450], [0.51308, -1.37802, -2.31953], [-0.49560, -2.32453, -2.47071], [-0.16276, -3.66232, -3.01721], [0.97019, -3.92058, -3.37870], [-1.23672, -4.68199, -3.10774], [-0.93365, -5.95418, -3.58524], [-1.92199, -6.92498, -3.64417], [-3.21658, -6.63013, -3.22624], [-3.52625, -5.36019, -2.76257], [-2.53899, -4.38031, -2.70637], [-3.12522, -0.48335, -1.36310], [-1.33047, 1.19447, -1.11045], [0.99728, 0.61417, -1.69993], [1.53222, -1.62516, -2.58327], [0.07293, -6.18673, -3.90629], [-1.68356, -7.91480, -4.01240], [-3.98491, -7.39193, -3.26438], [-4.53410, -5.13307, -2.44148]], "atomic_forces_ev_per_a": [[3.5, -1.7, -0.2], [-4.4, -0.7, -1.1], [2.4, 1.4, 1.5], [-0.2, 2.1, -1.8], [0.6, -0.4, 1.9], [0.2, -0.3, -1.1], [1.4, -1.5, -0.2], [-0.9, 0.5, -0.3], [0.8, -0.3, -0.2], [-0.1, -0.3, 0.1], [-1.6, -0.7, 0.8], [-0.3, 0.5, -0.4], [0.1, 0.2, 0.4], [-0.8, 0.8, -0.1], [-0.2, -0.4, 0.0], [-0.3, 0.2, 0.3], [0.4, -0.2, 0.1], [-0.4, 0.3, 0.1], [-0.1, 0.3, 0.0], [-0.1, 0.0, 0.1], [0.3, 0.1, -0.5], [-0.1, 0.1, 0.1], [-0.1, 0.2, 0.0], [0.0, -0.1, 0.0], [0.0, -0.1, 0.0], [0.0, 0.2, 0.0], [0.0, 0.2, -0.1], [-0.3, -0.1, 0.6], [0.1, 0.0, -0.1], [0.1, -0.1, 0.0], [0.1, -0.2, -0.1], [0.0, 0.1, 0.0], [0.0, 0.1, 0.0], [0.0, -0.2, 0.0], [-0.1, -0.2, 0.1], [0.0, -0.2, 0.0], [0.0, 0.0, 0.0], [0.0, 0.0, 0.0], [0.0, -0.1, 0.0], [0.0, 0.2, 0.0], [0.0, 0.0, 0.0], [0.0, 0.0, 0.0], [0.0, 0.1, 0.0], [0.1, 0.0, 0.0], [-0.6, 0.2, 0.2], [0.2, 0.1, 0.0], [0.1, 0.1, 0.0], [0.0, 0.0, 0.0], [-0.1, -0.1, -0.1], [0.0, 0.2, 0.0], [-0.1, 0.2, 0.1], [0.6, -0.1, -0.2], [-0.1, 0.0, 0.1], [-0.2, -0.1, 0.0], [-0.1, -0.2, 0.0], [0.0, 0.1, 0.0], [0.1, 0.1, 0.0], [0.0, -0.2, -0.1], [0.1, -0.2, -0.1], [0.0, -0.1, 0.0], [0.0, 0.0, 0.0], [0.0, 0.0, 0.0], [-0.1, -0.1, -0.1], [0.0, 0.1, 0.0], [0.0, 0.0, 0.0], [0.0, 0.0, 0.0], [0.1, 0.1, 0.0]], "mulliken_charge": [-0.5577, 1.1085, -0.5656, -0.3253, 0.0812, -0.5352, 0.1743, -0.5906, -0.3989, -0.4810, -0.3792, 0.3663, 0.3492, 0.3156, 0.1301, 0.4984, 0.3440, 0.2273, 0.2742, -0.6710, 0.4094, 0.3005, -0.6651, -0.4787, -0.5769, -0.5640, 0.3014, 0.5944, -0.7238, 0.0381, -0.3648, -0.4861, -0.6078, -0.7082, 0.5833, 0.4832, 0.3973, 0.4164, 0.4896, 0.4959, 0.4283, 0.4111, 0.4860, -0.6656, 0.6040, 0.3572, -0.8398, -0.7056, -0.1393, -0.9250, 0.1670, 0.5705, -0.6794, 0.1523, -0.5334, -0.4815, -0.4747, -0.5411, 0.1425, 0.4850, 0.4961, 0.5853, 0.6610, 0.4676, 0.4029, 0.3992, 0.4707], "smiles": "O=S1(=O)O[C@H](O)[C@@H](CCO)O1.O=C1c2ccccc2C(=O)c2ccccc21.O=C1c2ccccc2C(=O)c2ccccc21", "gap_ha": 0.3127, "mol_weight_g_mol": 600.6}

{"formula": "C32H25F3N4O3", "method": "ωB97M-V/def2-TZVPD", "species": ["C", "H", "H", "H", "O", "C", "C", "C", "C", "C", "C", "H", "H", "C", "N", "C", "C", "C", "C", "C", "C", "N", "C", "H", "H", "C", "H", "C", "N", "C", "C", "C", "C", "C", "C", "N", "C", "C", "C", "C", "C", "C", "C", "H", "H", "H", "H", "H", "H", "C", "O", "O", "H", "H", "H", "H", "H", "H", "H", "H", "C", "F", "F", "F", "H", "H", "H"], "positions_angstrom": [[-4.15398, -2.67233, -2.49948], [-4.78902, -3.32762, -3.06099], [-3.92868, -1.67130, -3.20541], [-4.49133, -2.45211, -1.60380], [-2.98716, -3.60570, -2.70071], [-1.93106, -2.94491, -2.04211], [-0.84490, -3.82300, -1.87671], [0.43152, -3.20319, -1.71627], [0.53583, -1.87381, -1.26104], [-0.47869, -1.10575, -1.26096], [-1.79662, -1.32796, -1.68778], [-2.67273, -0.74612, -1.86301], [-0.40905, -0.19323, -1.12070], [1.91717, -1.39182, -0.64780], [2.99918, -1.92034, -1.35089], [3.95135, -1.39750, -0.36161], [5.43394, -1.65661, -0.57308], [6.14886, -0.89173, 0.38292], [5.74643, 0.02995, 1.28139], [4.24844, 0.10761, 1.60635], [3.42705, -0.58707, 0.46974], [1.99622, -0.57194, 0.56529], [1.14559, 0.03139, 1.35771], [1.39434, -0.24736, 2.50617], [0.18456, -0.39291, 0.87869], [1.12975, 1.45749, 1.09573], [0.93488, 1.47596, 0.04115], [-0.09474, 2.19752, 1.84959], [-1.47002, 1.66162, 1.38220], [-2.14011, 0.57198, 1.63083], [-2.12156, -0.23667, 2.51347], [-3.11703, -1.36612, 2.40697], [-4.03873, -1.34211, 1.55273], [-4.15625, -0.53844, 0.51997], [-3.20642, 0.51945, 0.55725], [-2.92270, 1.82155, -0.28087], [-1.88849, 2.25890, -0.05137], [-1.34165, 3.43962, -0.27994], [-1.02009, 3.37327, -1.87704], [-0.57654, 4.54839, -2.45274], [-0.18233, 5.53373, -1.70807], [-0.75868, 5.78548, -0.29498], [-1.25466, 4.58107, 0.15769], [-1.51668, 4.57816, 1.18559], [-0.59028, 6.70748, -0.07964], [0.31567, 6.39792, -2.39250], [-0.11346, 4.23309, -3.54885], [-1.03673, 2.25290, -2.37829], [-4.88242, -0.34688, -0.30985], [-5.18393, -2.41398, 1.52823], [-5.77823, -2.62612, 0.50452], [-5.01455, -3.23495, 2.50600], [-5.51157, -3.91897, 2.35069], [-3.01543, -2.19673, 3.38418], [-1.26449, -0.39468, 3.45579], [0.01564, 3.21864, 2.11048], [-0.15969, 1.60585, 2.84132], [1.89009, 1.91713, 1.48999], [3.89633, 0.73814, 2.32143], [6.45745, 0.39111, 2.33454], [7.74502, -0.99591, 0.14358], [8.26508, -1.47594, 1.43579], [8.30650, 0.29687, 0.04718], [7.98260, -1.68548, -0.69013], [5.84604, -2.19540, -1.38254], [1.35736, -3.94148, -1.52378], [-0.86221, -4.81804, -2.31218]], "atomic_forces_ev_per_a": [[2.6, -0.7, -8.7], [-1.6, 0.5, -0.1], [-0.8, -2.6, 2.0], [-0.9, 0.7, 4.7], [0.1, 4.2, 3.3], [0.3, 1.7, -0.5], [1.8, 2.8, -1.5], [1.0, -2.7, 2.8], [6.9, -4.1, 1.1], [-8.2, -1.9, -2.3], [1.0, -8.2, -1.2], [0.3, 0.7, 0.3], [1.4, 8.9, 2.0], [-3.8, -2.6, -3.6], [-2.1, 3.6, 6.3], [5.6, -5.2, -8.0], [-3.8, 3.9, 4.2], [3.9, -1.9, -4.0], [-4.5, 1.5, 7.4], [4.4, -3.4, -7.4], [-0.3, 6.8, 11.3], [8.5, -6.5, -9.2], [-4.3, -0.9, 3.8], [-1.1, 0.5, -2.3], [0.6, 0.5, 2.1], [-6.6, 0.9, -0.3], [0.6, 1.0, -0.8], [-1.3, -6.6, 1.8], [5.1, 6.1, -3.3], [-2.8, 7.6, -10.4], [1.0, -12.8, 11.8], [7.3, 0.0, 9.1], [-7.4, -4.9, -1.5], [1.9, 8.6, -4.8], [1.0, 1.3, 0.0], [-11.9, -8.6, -3.7], [5.9, -1.5, 11.0], [3.0, -3.9, -14.3], [-0.6, -2.3, 3.3], [1.2, -7.6, -5.2], [-0.3, 8.1, 3.0], [2.3, -7.2, -8.7], [0.2, 9.0, 7.4], [-0.8, 0.6, 1.4], [0.5, 5.3, 2.9], [-0.9, -1.7, 2.4], [-1.3, 1.8, 2.5], [-0.2, 3.4, 1.1], [0.2, -1.2, 1.2], [3.9, 1.6, -2.4], [-1.3, -0.1, 0.5], [3.3, 4.4, 3.1], [-4.6, -6.6, -1.1], [-0.7, 2.5, -3.4], [-2.6, 0.9, -3.0], [-0.3, 0.9, -0.5], [0.9, 1.4, -0.7], [4.9, 2.6, 1.2], [-1.2, 1.5, 1.9], [-1.9, -0.9, -4.0], [-6.3, 10.9, 15.5], [-0.1, 0.5, -2.1], [-0.3, -1.7, -0.4], [5.3, -10.1, -12.7], [0.1, -0.6, -0.5], [-2.1, 2.0, -0.9], [-0.4, 0.0, 0.5]], "mulliken_charge": [-0.4773, 0.3628, 0.2364, 0.1276, -0.4183, 0.5690, -0.9729, -0.5220, -0.3453, -1.4560, -0.2058, 0.5439, 1.9671, 0.3253, -0.7105, 0.9449, -1.2297, 0.5292, -0.8944, -0.9095, 0.1727, 0.5519, -0.2693, 0.1173, -0.1150, -0.5846, 0.2785, -1.5070, -0.0380, 0.0314, 0.7065, -0.4721, 0.7924, -0.7079, 0.1324, -0.6312, 0.9077, -0.2570, -0.3535, -0.2512, -0.3251, -1.3144, 0.4188, 0.5178, 0.5932, 0.2424, 0.2038, 0.0508, 0.5362, -0.1015, -0.5682, -0.3827, 0.3061, 0.1178, 0.0282, 0.5310, 0.4688, 0.8803, 0.4590, 0.1996, 0.7652, -0.3367, -0.2962, -0.1292, 0.4919, 0.2647, 0.4101], "gap_ha": 0.2887, "mol_weight_g_mol": 570.6}

{"formula": "C32H25GaNO4P2S2", "method": "ωB97M-V/def2-TZVPD", "species": ["Ga", "S", "P", "C", "P", "S", "C", "C", "C", "C", "C", "C", "C", "C", "C", "C", "C", "C", "C", "C", "C", "C", "C", "C", "C", "C", "C", "C", "C", "C", "H", "H", "H", "H", "H", "H", "H", "H", "H", "H", "H", "H", "H", "H", "H", "H", "H", "H", "H", "H", "O", "C", "O", "C", "C", "C", "C", "C", "N", "C", "O", "O", "H", "H", "H", "H", "H"], "positions_angstrom": [[-2.24728, -0.49848, -0.91655], [-1.35860, -2.73406, -0.74840], [0.18503, -1.42290, -0.40275], [-0.52706, 0.08295, -0.01099], [-1.38150, 0.30402, 1.46846], [-3.40726, 0.11578, 0.93320], [-1.00180, -0.88140, 2.77912], [-1.73324, -2.05976, 2.90793], [-1.36818, -2.99747, 3.86327], [-0.27195, -2.76704, 4.68218], [0.46086, -1.59538, 4.55163], [0.09537, -0.64980, 3.60741], [-1.10043, 1.92800, 2.19077], [-2.06896, 2.57062, 2.94960], [-1.79790, 3.81318, 3.50090], [-0.56282, 4.41067, 3.30182], [0.41416, 3.76456, 2.55292], [0.14490, 2.52045, 1.99313], [1.40730, -2.08706, 0.73831], [1.25573, -3.33772, 1.32451], [2.20863, -3.79331, 2.22642], [3.30399, -3.00426, 2.53929], [3.45633, -1.75300, 1.95328], [2.51077, -1.29297, 1.05370], [1.01146, -1.14605, -1.99957], [1.06799, -2.14664, -2.96580], [1.72896, -1.91830, -4.16533], [2.34572, -0.69807, -4.40014], [2.29523, 0.30311, -3.43793], [1.62254, 0.08499, -2.24352], [-2.58901, -2.23889, 2.27164], [-1.94604, -3.90595, 3.96937], [0.00890, -3.49807, 5.42909], [1.31354, -1.41114, 5.19171], [0.66527, 0.26866, 3.52460], [-3.04038, 2.11225, 3.09659], [-2.55573, 4.31957, 4.08331], [-0.35818, 5.38118, 3.73395], [1.38590, 4.22241, 2.41436], [0.88827, 2.01506, 1.38772], [0.39383, -3.94757, 1.08547], [2.09049, -4.76599, 2.68505], [4.04572, -3.36342, 3.24056], [4.31423, -1.14016, 2.19617], [2.62856, -0.31740, 0.59562], [0.58924, -3.10026, -2.78082], [1.77525, -2.70201, -4.91023], [2.87564, -0.53123, -5.32944], [2.78631, 1.25188, -3.61493], [1.56009, 0.86441, -1.49335], [-0.03078, 3.69418, -0.92564], [-1.15892, 3.02647, -1.18194], [-2.12964, 3.00996, -0.48677], [-1.10620, 2.33483, -2.52296], [-0.37005, 2.82553, -3.59772], [-0.42052, 2.15311, -4.80362], [-1.21268, 1.01683, -4.91079], [-1.90831, 0.61515, -3.78826], [-1.84900, 1.24633, -2.61744], [-2.83166, -0.55436, -3.72149], [-3.29614, -1.12422, -4.79885], [-3.18560, -0.98843, -2.63122], [-0.12467, 4.09808, -0.04402], [0.22669, 3.71784, -3.47288], [0.15291, 2.50046, -5.65182], [-1.23973, 0.46090, -5.83968], [-3.03558, -0.66064, -5.60822]], "atomic_forces_ev_per_a": [[0.0, 0.1, 0.0], [0.0, 0.1, -0.1], [0.0, 0.1, -0.1], [0.0, 0.1, 0.1], [-0.2, -0.2, 0.0], [0.2, 0.0, 0.0], [-0.1, 0.0, 0.0], [0.0, 0.0, 0.0], [0.0, 0.0, 0.0], [0.0, 0.0, 0.0], [0.0, 0.0, 0.0], [0.1, 0.0, 0.0], [0.2, 0.0, -0.1], [-0.1, 0.0, 0.0], [-0.1, 0.0, 0.0], [0.1, 0.0, 0.0], [0.0, -0.1, 0.0], [0.0, 0.1, 0.1], [0.0, 0.0, 0.0], [0.0, 0.0, 0.0], [0.0, 0.0, 0.0], [0.0, 0.0, 0.0], [0.0, 0.0, 0.0], [0.0, 0.0, 0.0], [0.1, 0.0, 0.0], [0.0, 0.0, 0.0], [0.0, -0.1, 0.0], [0.0, 0.1, 0.0], [0.0, 0.0, 0.0], [0.0, -0.1, 0.0], [0.0, 0.0, 0.0], [0.0, 0.0, 0.0], [0.0, 0.0, 0.0], [0.0, 0.0, 0.0], [0.0, 0.0, 0.0], [0.0, 0.0, 0.0], [0.0, 0.0, 0.0], [0.0, 0.0, 0.0], [0.0, 0.0, 0.0], [0.0, 0.0, 0.0], [0.0, 0.0, 0.0], [0.0, 0.0, 0.0], [0.0, 0.0, 0.0], [0.0, 0.0, 0.0], [0.0, 0.0, 0.0], [0.0, 0.0, 0.0], [0.0, 0.0, 0.0], [0.0, 0.0, 0.0], [0.0, 0.0, 0.0], [0.0, 0.0, 0.0], [0.0, 0.0, 0.0], [0.1, 0.1, -0.2], [-0.1, 0.0, 0.1], [0.1, 0.0, 0.2], [0.0, 0.1, 0.1], [0.0, 0.0, 0.0], [0.1, 0.0, -0.1], [-0.1, 0.1, 0.1], [-0.1, -0.3, -0.1], [0.1, 0.0, 0.1], [0.0, 0.0, -0.1], [-0.2, -0.1, 0.1], [0.0, 0.0, 0.0], [0.0, 0.0, 0.0], [0.0, 0.0, 0.0], [0.0, 0.0, 0.0], [0.0, 0.0, 0.0]], "mulliken_charge": [0.6761, -0.5231, 0.4016, -0.2781, 0.7730, -0.5853, 0.6468, -0.2877, -0.8045, -0.5236, -0.7306, -0.2703, 0.6673, -0.7226, -0.7331, -0.5698, -0.6393, -0.3356, 1.0144, -0.3340, -0.7083, -0.5770, -0.6517, -0.5526, 0.5533, -0.5423, -0.8024, -0.6286, -0.8418, 0.1578, 0.3706, 0.4362, 0.4332, 0.4621, 0.3256, 0.4369, 0.4265, 0.4186, 0.4827, 0.3843, 0.3863, 0.4588, 0.4274, 0.4403, 0.2535, 0.4512, 0.4655, 0.4411, 0.4932, 0.3273, -0.5257, 0.0057, -0.5496, 0.6974, -0.1654, -1.0129, -0.6221, 1.0659, -0.1668, 0.5050, -0.4447, -0.3842, 0.3915, 0.5447, 0.4717, 0.2753, 0.3442], "gap_ha": 0.2457, "relative_energy_kcal_mol": 6.6, "mol_weight_g_mol": 683.4, "total_charge": 1}